115
Properties=species:S:1:pos:R:3 method="wB97M-V/def2-TZVPD" charge=+1 e_lumo_ev=-2.8 de_lowest_ev=0.881 gap_ev=7.1
Tl -0.273 0.772 -0.449
C -0.130 -2.690 -4.233
Sb -0.985 -0.894 -3.375
C -2.903 -1.808 -3.002
C -1.429 0.013 -5.349
C -2.853 0.401 -5.444
C -3.758 -0.538 -5.940
C -5.114 -0.283 -5.991
C -5.598 0.937 -5.543
C -4.713 1.887 -5.074
C -3.340 1.648 -5.021
C -2.457 2.716 -4.506
Sb -2.193 2.621 -2.323
C -4.123 3.427 -1.792
C -1.245 4.571 -2.303
H 0.832 -2.460 -4.683
H -0.802 -3.074 -4.996
H 0.007 -3.446 -3.464
H -3.348 -2.140 -3.934
H -3.568 -1.094 -2.522
H -2.753 -2.661 -2.345
H -1.193 -0.769 -6.067
H -0.734 0.837 -5.491
H -3.376 -1.483 -6.305
H -5.791 -1.031 -6.377
H -6.657 1.149 -5.567
H -5.083 2.851 -4.754
H -2.894 3.699 -4.667
H -1.465 2.696 -4.950
H -4.364 4.220 -2.495
H -4.073 3.827 -0.784
H -4.873 2.643 -1.833
H -1.921 5.292 -2.757
H -0.317 4.544 -2.868
H -1.028 4.878 -1.283
C 4.317 -2.586 5.709
O 3.922 -1.857 4.564
C 4.698 -0.799 4.190
C 5.939 -0.494 4.721
C 6.624 0.632 4.284
C 6.067 1.469 3.338
C 4.824 1.170 2.798
C 4.144 0.027 3.194
N 2.870 -0.318 2.731
C 2.282 -0.101 1.517
N 3.144 0.138 0.495
C 2.998 0.553 -0.840
C 1.785 0.939 -1.415
C 1.717 1.484 -2.686
C 2.863 1.628 -3.450
C 4.056 1.175 -2.935
C 4.157 0.636 -1.652
O 5.440 0.255 -1.387
C 5.933 -0.426 -0.254
N 0.994 -0.179 1.384
C 0.209 -0.577 2.492
C -0.543 0.348 3.194
C -1.417 -0.054 4.190
C -1.537 -1.398 4.489
C -0.752 -2.336 3.834
C 0.149 -1.933 2.859
O 1.028 -2.761 2.219
C 1.178 -4.072 2.728
H 3.522 -3.305 5.897
H 4.423 -1.926 6.573
H 5.254 -3.122 5.537
H 6.387 -1.124 5.473
H 7.587 0.859 4.713
H 6.586 2.363 3.026
H 4.354 1.851 2.102
H 2.326 -0.857 3.389
H 4.104 0.056 0.790
H 0.762 1.812 -3.084
H 2.822 2.072 -4.433
H 4.968 1.221 -3.510
H 6.942 -0.723 -0.540
H 5.370 -1.332 -0.013
H 6.012 0.230 0.621
H -0.426 1.389 2.941
H -1.988 0.684 4.733
H -2.222 -1.726 5.256
H -0.847 -3.380 4.091
H 2.045 -4.492 2.224
H 0.305 -4.694 2.510
H 1.364 -4.054 3.807
C -0.261 4.413 2.519
C -0.600 3.400 1.478
N 0.240 3.022 0.583
O 1.517 3.561 0.682
C -1.940 2.844 1.390
C -3.095 3.519 2.069
N -2.120 1.759 0.690
O -3.273 1.301 0.416
H 0.758 4.256 2.869
H -0.950 4.373 3.356
H -0.296 5.408 2.074
H 1.974 3.219 -0.100
H -3.092 4.591 1.873
H -3.073 3.355 3.147
H -4.011 3.077 1.682
N -3.606 -5.527 1.965
C -2.594 -5.377 1.099
S -1.787 -6.693 0.519
C -2.217 -4.006 0.697
C -0.993 -3.785 0.064
C -0.618 -2.497 -0.252
N -1.393 -1.440 -0.008
C -2.584 -1.637 0.547
C -3.029 -2.893 0.923
H -3.869 -6.461 2.234
H -4.107 -4.748 2.355
H -0.344 -4.620 -0.156
H 0.349 -2.299 -0.700
H -3.197 -0.756 0.691
H -4.011 -2.981 1.365

***

14
Properties=species:S:1:pos:R:3 method="wB97M-V/def2-TZVPD" e_lumo_ev=-1.0 de_lowest_ev=6.110 gap_ev=8.0
O 2.683 0.189 -0.308
C 1.609 0.606 -0.669
C 0.307 -0.043 -0.300
C -0.589 -0.491 -1.391
N -1.311 -0.561 0.989
C -0.820 0.743 0.471
C 0.098 -1.043 0.862
H 1.525 1.479 -1.356
H -0.717 0.313 -2.133
H -1.749 -1.013 0.161
H -1.495 1.405 -0.072
H -0.391 1.286 1.318
H 0.617 -0.765 1.781
H 0.235 -2.104 0.649

***

27
Properties=species:S:1:pos:R:3 method="wB97M-V/def2-TZVPD" e_lumo_ev="0.7 / -3.2" de_lowest_ev=3.756 gap_ev="6.5 / 5.9" spin_multiplicity=4
O -1.134 -0.225 1.132
O 0.029 0.064 0.590
C -1.245 -3.209 2.171
C -2.042 -2.027 2.578
C -1.267 -0.741 2.770
C -2.167 0.345 3.461
C -1.414 1.668 3.547
C -3.584 0.325 2.910
O -4.390 1.346 3.366
C -4.080 -0.976 3.527
C -5.587 -1.178 3.758
O -3.652 -0.764 4.889
O -2.412 0.037 4.824
C -3.347 -2.130 2.879
H -1.904 -4.082 2.113
H -0.735 -3.079 1.208
H -0.487 -3.415 2.935
H -0.303 -0.837 3.307
H -1.128 2.066 2.566
H -2.032 2.388 4.088
H -0.513 1.502 4.144
H -3.679 0.283 1.814
H -3.981 2.226 3.218
H -6.129 -1.395 2.828
H -5.731 -2.015 4.453
H -6.004 -0.277 4.222
H -3.862 -3.095 2.842

***

77
Properties=species:S:1:pos:R:3 method="wB97M-V/def2-TZVPD" charge=+1 e_lumo_ev="-1.9 / -5.3" de_lowest_ev=2.290 gap_ev="7.9 / 6.1" spin_multiplicity=3
Pd 0.059 -0.416 1.026
S 0.009 -1.604 2.944
C -1.397 -1.254 3.883
C -1.970 -2.270 4.654
C -3.200 -2.040 5.250
C -3.925 -0.902 5.083
C -3.402 0.108 4.252
C -2.202 -0.136 3.649
As -1.511 0.907 2.124
C -0.856 2.345 3.213
C 0.318 2.196 3.931
C 0.824 3.342 4.587
C 0.271 4.608 4.578
C -0.959 4.672 3.895
C -1.511 3.611 3.169
C -3.169 1.476 1.319
C -3.002 2.498 0.369
C -4.077 2.980 -0.364
C -5.343 2.513 -0.066
C -5.514 1.492 0.861
C -4.409 0.974 1.603
H -1.537 -3.243 4.688
H -3.589 -2.823 5.868
H -4.934 -0.834 5.549
H -3.871 1.076 4.034
H 0.836 1.250 4.100
H 1.644 3.199 5.283
H 0.734 5.470 5.123
H -1.612 5.538 4.066
H -2.513 3.669 2.656
H -1.972 2.787 0.140
H -3.838 3.694 -1.135
H -6.202 2.929 -0.574
H -6.548 1.150 1.043
H -4.563 0.000 2.060
C 4.465 -5.527 -1.701
C 3.858 -4.554 -2.712
O 3.963 -4.651 -3.936
N 3.259 -3.447 -2.123
C 2.678 -2.448 -2.981
C 1.381 -2.850 -3.562
C 1.131 -4.038 -4.301
C -0.156 -4.314 -4.724
C -1.180 -3.320 -4.554
C -0.820 -2.215 -3.829
N 0.395 -2.017 -3.407
H 5.226 -6.059 -2.306
H 3.630 -6.179 -1.402
H 4.827 -5.068 -0.784
H 3.454 -3.113 -1.172
H 3.398 -2.299 -3.832
H 2.527 -1.481 -2.405
H 2.013 -4.621 -4.546
H -0.339 -5.176 -5.325
H -2.256 -3.480 -4.942
H -1.445 -1.336 -3.601
C 2.912 0.206 0.550
N 2.653 1.091 -0.623
C 3.569 2.214 -0.679
C 1.500 0.969 -1.370
N 0.531 0.133 -0.915
N 1.445 1.756 -2.552
C 2.429 1.783 -3.590
C 0.137 2.065 -3.065
H 2.767 0.681 1.529
H 3.967 -0.090 0.550
H 2.230 -0.687 0.386
H 3.861 2.451 0.346
H 3.073 3.117 -0.977
H 4.442 1.949 -1.296
H -0.041 -0.318 -1.663
H 3.303 1.287 -3.291
H 2.689 2.789 -3.837
H 2.158 1.214 -4.497
H -0.636 2.047 -2.321
H -0.175 1.454 -3.935
H 0.109 3.122 -3.470

***

103
Properties=species:S:1:pos:R:3 method="wB97M-V/def2-TZVPD" charge=+2 e_lumo_ev="-6.1 / -7.8" de_lowest_ev=0.000 gap_ev="6.9 / 5.5" spin_multiplicity=6
Ru -0.061 -0.086 -0.427
C -0.293 -4.042 2.522
C -1.094 -2.937 1.822
Ge -0.142 -1.203 1.801
C -0.998 -0.083 3.190
C -0.355 -0.385 4.550
C 1.666 -1.602 2.385
C 2.690 -1.631 1.523
Ge 2.218 -1.141 -0.346
C 2.944 0.554 -1.141
C 4.461 0.753 -1.027
C 2.766 -2.606 -1.538
C 3.808 -3.592 -0.993
C 4.011 -2.196 1.920
C 5.212 -1.635 1.501
C 6.428 -2.156 1.920
C 6.456 -3.265 2.753
C 5.267 -3.845 3.166
C 4.053 -3.312 2.756
H -0.874 -4.964 2.568
H -0.032 -3.773 3.547
H 0.636 -4.261 1.991
H -2.038 -2.755 2.341
H -1.343 -3.240 0.804
H -2.051 -0.360 3.199
H -0.937 0.980 2.951
H -0.353 -1.454 4.773
H -0.917 0.106 5.347
H 0.673 -0.026 4.607
H 1.830 -1.922 3.416
H 2.424 1.423 -0.741
H 2.659 0.474 -2.190
H 4.765 0.963 -0.004
H 4.767 1.606 -1.634
H 5.017 -0.117 -1.382
H 3.150 -2.118 -2.432
H 1.864 -3.154 -1.827
H 4.766 -3.113 -0.792
H 3.977 -4.373 -1.736
H 3.483 -4.076 -0.071
H 5.197 -0.780 0.842
H 7.354 -1.701 1.593
H 7.403 -3.681 3.073
H 5.283 -4.718 3.806
H 3.124 -3.780 3.064
C 2.155 3.900 2.264
C 1.413 2.837 1.510
N 1.698 1.554 1.522
O 2.722 1.219 2.301
C 0.291 3.162 0.681
C -0.226 4.546 0.606
N -0.275 2.149 -0.045
O -1.234 2.505 -0.780
H 3.133 3.546 2.570
H 1.604 4.184 3.164
H 2.273 4.793 1.652
H 2.842 0.254 2.141
H -0.275 4.984 1.603
H -1.201 4.575 0.135
H 0.460 5.160 0.014
C -3.737 -1.947 -0.069
As -2.741 -0.320 -0.362
C -3.571 0.838 0.952
C -3.579 0.351 -2.029
C -5.081 0.388 -1.961
C -5.740 1.524 -1.499
C -7.127 1.568 -1.453
C -7.870 0.476 -1.877
C -7.223 -0.656 -2.352
C -5.836 -0.697 -2.396
H -4.782 -1.697 -0.243
H -3.611 -2.288 0.954
H -3.424 -2.727 -0.758
H -4.649 0.762 0.823
H -3.261 1.871 0.802
H -3.302 0.521 1.954
H -3.237 -0.311 -2.821
H -3.167 1.345 -2.185
H -5.162 2.387 -1.186
H -7.629 2.460 -1.098
H -8.952 0.510 -1.847
H -7.801 -1.503 -2.701
H -5.334 -1.579 -2.780
C 1.245 -0.939 -4.112
P -0.047 -0.487 -2.905
C -0.771 0.961 -3.753
C -1.155 -1.916 -3.100
C -1.977 -2.077 -4.214
C -2.695 -3.251 -4.386
C -2.579 -4.284 -3.461
C -1.750 -4.138 -2.358
C -1.048 -2.955 -2.175
H 0.749 -0.910 -5.085
H 1.606 -1.944 -3.935
H 2.077 -0.236 -4.121
H -1.467 0.643 -4.527
H 0.049 1.503 -4.223
H -1.278 1.627 -3.063
H -2.067 -1.294 -4.959
H -3.336 -3.365 -5.251
H -3.132 -5.203 -3.606
H -1.650 -4.944 -1.641
H -0.401 -2.850 -1.309

***

84
Properties=species:S:1:pos:R:3 method="wB97M-V/def2-TZVPD" charge=+1 e_lumo_ev=-3.9 de_lowest_ev=0.647 gap_ev=7.0
Bi -0.499 -1.397 1.337
O -0.671 4.137 0.666
C -1.813 3.685 0.069
C -2.602 4.634 -0.566
C -3.769 4.245 -1.203
C -4.160 2.909 -1.220
C -3.372 1.964 -0.583
C -2.201 2.343 0.075
C -1.312 1.298 0.683
O -1.881 0.007 0.623
N -0.964 1.657 2.063
N -0.463 0.571 2.769
C -0.153 0.745 3.987
C 0.283 -0.281 4.919
Br -0.152 -2.087 4.534
C 0.900 -0.001 6.063
C 1.396 1.327 6.457
C 1.987 2.194 5.536
C 2.428 3.447 5.939
C 2.284 3.841 7.262
C 1.721 2.972 8.192
C 1.294 1.716 7.795
H -0.203 3.413 1.103
H -2.282 5.671 -0.547
H -4.378 4.995 -1.695
H -5.066 2.604 -1.732
H -3.642 0.914 -0.598
H -0.359 1.303 0.135
H -1.669 2.184 2.561
H -0.227 1.751 4.400
H 1.059 -0.814 6.765
H 2.151 1.862 4.515
H 2.901 4.109 5.223
H 2.628 4.820 7.576
H 1.624 3.272 9.228
H 0.862 1.033 8.519
O 2.069 -2.310 1.254
Cl 2.611 -0.975 1.586
O 3.862 -0.749 0.950
O 1.565 -0.034 1.024
O 2.662 -0.798 3.009
C 0.693 -4.651 -0.322
C 0.800 -4.480 -1.817
C 1.061 -5.610 -2.598
C 1.187 -5.521 -3.973
C 1.051 -4.290 -4.611
C 0.790 -3.160 -3.859
C 0.670 -3.255 -2.468
Sb 0.191 -1.418 -1.507
C -1.572 -1.032 -2.622
C -1.555 -0.154 -3.701
C -2.706 0.053 -4.454
C -3.868 -0.629 -4.128
C -3.873 -1.529 -3.069
C -2.735 -1.747 -2.301
C -2.786 -2.749 -1.172
C 1.745 -0.239 -2.310
C 2.963 -0.923 -2.393
C 4.065 -0.312 -2.964
C 3.942 0.980 -3.466
C 2.740 1.657 -3.355
C 1.619 1.075 -2.758
C 0.376 1.916 -2.583
H 0.016 -5.468 -0.069
H 0.333 -3.748 0.169
H 1.664 -4.877 0.119
H 1.163 -6.576 -2.109
H 1.389 -6.414 -4.553
H 1.146 -4.215 -5.688
H 0.686 -2.200 -4.359
H -0.640 0.363 -3.978
H -2.688 0.741 -5.291
H -4.773 -0.470 -4.703
H -4.780 -2.081 -2.839
H -3.700 -3.339 -1.206
H -2.795 -2.234 -0.204
H -1.949 -3.453 -1.213
H 3.061 -1.934 -2.014
H 5.009 -0.840 -3.018
H 4.788 1.460 -3.944
H 2.657 2.674 -3.728
H 0.090 2.401 -3.517
H 0.560 2.710 -1.855
H -0.483 1.343 -2.244